{"formula": "C23H38F2N6PV", "method": "the ωB97M-V functional and the def2-TZVPD basis", "symbols": ["V", "F", "C", "F", "H", "C", "C", "C", "C", "N", "C", "N", "N", "N", "H", "H", "H", "H", "H", "H", "H", "H", "H", "H", "C", "C", "C", "C", "P", "C", "C", "C", "C", "C", "C", "C", "C", "C", "C", "H", "H", "H", "H", "H", "H", "H", "H", "H", "H", "H", "H", "H", "H", "H", "H", "H", "H", "H", "H", "H", "H", "H", "N", "C", "C", "C", "N", "H", "H", "H", "H"], "xyz": [[-0.241, 0.353, 0.190], [2.456, -0.398, -0.399], [1.647, 0.684, -0.243], [1.783, 0.988, 1.118], [2.088, 1.514, -0.822], [2.486, 5.238, 2.136], [1.867, 6.203, 1.129], [2.569, 6.138, -0.223], [0.354, 5.952, 0.979], [0.075, 4.598, 0.605], [-0.070, 3.503, 1.373], [-0.310, 2.484, 0.575], [-0.290, 2.973, -0.667], [-0.072, 4.218, -0.655], [3.501, 5.550, 2.365], [2.535, 4.221, 1.747], [1.918, 5.237, 3.065], [1.963, 7.219, 1.521], [2.444, 5.168, -0.701], [3.633, 6.314, -0.091], [2.178, 6.900, -0.892], [-0.051, 6.584, 0.186], [-0.164, 6.163, 1.918], [-0.013, 3.492, 2.442], [-2.045, -2.366, 1.525], [-1.777, -2.861, 0.093], [-1.757, -4.390, 0.126], [-2.899, -2.390, -0.832], [-0.142, -2.001, -0.399], [0.989, -2.896, 0.724], [1.502, -4.174, 0.518], [2.249, -4.794, 1.506], [2.501, -4.150, 2.705], [2.018, -2.868, 2.912], [1.269, -2.251, 1.928], [0.306, -2.419, -2.209], [-0.283, -1.259, -3.019], [1.823, -2.426, -2.415], [-0.228, -3.750, -2.739], [-3.108, -2.432, 1.753], [-1.721, -1.324, 1.663], [-1.507, -2.977, 2.247], [-2.690, -4.739, 0.567], [-0.938, -4.765, 0.734], [-1.683, -4.828, -0.862], [-3.864, -2.572, -0.359], [-2.889, -2.934, -1.771], [-2.812, -1.329, -1.052], [1.320, -4.710, -0.400], [2.628, -5.792, 1.348], [3.081, -4.641, 3.471], [2.219, -2.358, 3.843], [0.877, -1.247, 2.092], [0.064, -0.306, -2.603], [-1.371, -1.284, -3.005], [0.047, -1.324, -4.055], [2.250, -1.438, -2.291], [2.034, -2.740, -3.437], [2.328, -3.110, -1.739], [-1.312, -3.793, -2.757], [0.154, -4.590, -2.167], [0.118, -3.874, -3.766], [-2.926, 0.925, 0.557], [-3.982, 1.640, 0.106], [-3.732, 1.926, -1.215], [-2.493, 1.332, -1.492], [-2.020, 0.723, -0.414], [-2.777, 0.586, 1.500], [-4.827, 1.860, 0.728], [-4.340, 2.493, -1.891], [-1.944, 1.321, -2.415]], "mulliken_charge": [-0.122, -0.197, 0.008, -0.270, 0.285, -1.389, 0.706, -1.345, -1.111, 0.623, -0.376, 0.000, 0.305, -1.122, 0.427, 0.266, 0.335, 0.333, 0.250, 0.408, 0.376, 0.364, 0.450, 0.486, -1.514, 2.307, -1.712, -1.543, 0.960, 0.958, -0.208, -0.803, -0.740, -0.784, -0.510, 1.467, -1.619, -1.654, -1.793, 0.529, -0.007, 0.415, 0.513, 0.388, 0.271, 0.568, 0.274, 0.116, 0.238, 0.481, 0.397, 0.454, 0.041, 0.205, 0.322, 0.558, 0.318, 0.523, 0.350, 0.365, 0.206, 0.563, -0.001, -0.524, -0.857, -0.440, 0.608, 0.167, 0.494, 0.482, 0.480], "homo_ev": [-9.69, -9.18], "max_force_ev_per_a": 2.58, "multiplicity": 2, "total_charge": 1, "orbital_gap_ev": [6.9, 6.3], "relative_energy_kj_mol": 140.5, "lumo_energy_ev": [-2.742, -2.869]}



{"formula": "C23H38N2O6PtSSeSi2", "method": "the ωB97M-V functional and the def2-TZVPD basis", "symbols": ["Pt", "C", "C", "C", "C", "C", "C", "Se", "C", "C", "C", "H", "H", "H", "H", "H", "H", "H", "H", "H", "H", "H", "C", "Si", "C", "C", "C", "Si", "C", "C", "C", "H", "H", "H", "H", "H", "H", "H", "H", "H", "H", "H", "H", "H", "H", "H", "H", "H", "H", "H", "O", "C", "N", "C", "O", "C", "C", "C", "C", "N", "C", "H", "H", "H", "H", "H", "H", "H", "H", "O", "S", "O", "O", "O"], "xyz": [[-0.859, -0.713, 1.209], [8.273, -2.937, 0.556], [6.826, -2.551, 0.443], [6.175, -1.899, 1.480], [4.837, -1.532, 1.393], [4.238, -0.762, 2.538], [4.133, -1.856, 0.227], [2.335, -1.265, -0.022], [4.757, -2.542, -0.829], [4.059, -2.954, -2.101], [6.103, -2.856, -0.704], [8.700, -2.606, 1.501], [8.857, -2.498, -0.255], [8.389, -4.020, 0.491], [6.722, -1.663, 2.385], [4.784, -0.971, 3.457], [3.188, -0.983, 2.712], [4.317, 0.311, 2.341], [3.005, -3.170, -1.947], [4.540, -3.840, -2.513], [4.125, -2.164, -2.852], [6.593, -3.380, -1.517], [-4.102, 1.261, -1.506], [-4.069, 0.449, 0.202], [-3.973, 1.710, 1.605], [-5.768, -0.331, 0.396], [-2.755, -0.871, 0.392], [-2.525, -1.934, -1.155], [-1.419, -1.079, -2.416], [-1.754, -3.590, -0.742], [-4.134, -2.319, -2.059], [-4.552, 2.252, -1.451], [-4.728, 0.640, -2.149], [-3.145, 1.366, -2.018], [-4.339, 2.693, 1.302], [-2.969, 1.832, 2.013], [-4.603, 1.351, 2.423], [-6.506, 0.469, 0.508], [-5.816, -0.947, 1.297], [-6.067, -0.943, -0.453], [-3.168, -1.537, 1.170], [-0.480, -0.747, -1.966], [-1.904, -0.218, -2.876], [-1.171, -1.781, -3.217], [-0.729, -3.501, -0.384], [-1.745, -4.210, -1.644], [-2.325, -4.121, 0.023], [-4.555, -1.441, -2.550], [-4.893, -2.732, -1.393], [-3.938, -3.065, -2.833], [-2.707, 6.253, -2.549], [-2.375, 6.682, -1.258], [-1.472, 5.777, -0.569], [-1.926, 4.530, -0.272], [-3.075, 4.196, -0.499], [-0.955, 3.592, 0.381], [0.183, 4.016, 1.046], [0.999, 3.061, 1.621], [0.651, 1.730, 1.531], [-0.464, 1.303, 0.894], [-1.243, 2.236, 0.336], [-3.267, 5.472, -2.449], [-3.265, 6.796, -0.636], [-1.875, 7.643, -1.355], [-0.482, 5.933, -0.652], [0.417, 5.068, 1.148], [1.898, 3.329, 2.157], [1.271, 0.966, 1.968], [-2.117, 1.901, -0.194], [-0.677, -2.715, 2.020], [0.784, -2.483, 2.271], [0.876, -1.044, 2.665], [1.420, -2.601, 0.801], [1.438, -3.445, 3.080]], "mulliken_charge": [0.554, -1.482, 0.597, -0.929, 0.858, -1.449, 0.207, 0.404, 0.719, -1.671, -0.728, 0.344, 0.344, 0.340, 0.312, 0.400, 0.246, 0.272, 0.346, 0.418, 0.296, 0.418, -1.155, 0.250, -1.156, -1.245, -0.072, 0.299, -0.908, -0.894, -1.229, 0.422, 0.441, 0.260, 0.294, 0.323, 0.407, 0.335, 0.353, 0.369, 0.474, 0.119, 0.359, 0.437, 0.167, 0.383, 0.289, 0.337, 0.323, 0.367, -0.557, -0.431, -0.249, 0.336, -0.626, 0.112, -0.639, -1.015, -0.337, -0.033, -0.098, 0.363, 0.295, 0.371, 0.279, 0.546, 0.476, 0.526, 0.605, -0.621, 1.084, -0.698, -0.237, -0.617], "homo_ev": -8.65, "max_force_ev_per_a": 1.56, "total_charge": 0, "orbital_gap_ev": 8.0, "relative_energy_kj_mol": 0.0, "lumo_energy_ev": -0.661}



{"formula": "C23H39BN5O8P", "method": "the ωB97M-V functional and the def2-TZVPD basis", "symbols": ["C", "C", "O", "B", "O", "C", "C", "C", "C", "N", "C", "O", "N", "C", "C", "N", "C", "C", "C", "O", "C", "O", "C", "C", "P", "O", "O", "O", "H", "H", "H", "H", "H", "H", "H", "H", "H", "H", "H", "H", "H", "H", "H", "H", "H", "H", "H", "H", "H", "H", "H", "H", "H", "H", "H", "H", "H", "N", "C", "C", "C", "C", "H", "H", "H", "H", "H", "N", "C", "C", "C", "C", "H", "H", "H", "H", "H"], "xyz": [[7.307, -0.351, -0.715], [6.210, -1.230, 0.055], [5.052, -0.388, 0.286], [3.995, -0.644, -0.656], [4.429, -0.972, -2.012], [2.397, -0.527, -0.262], [2.248, -1.753, 0.769], [1.593, -3.079, 0.153], [0.096, -3.457, 0.623], [2.202, -3.895, -0.672], [1.396, -0.933, -1.445], [1.559, -1.489, -2.536], [0.109, -0.398, -0.952], [0.464, 1.031, -0.615], [0.377, 1.718, -2.057], [0.197, 3.226, -2.005], [1.857, 0.945, 0.182], [1.829, 1.159, 1.798], [0.377, 1.084, 2.433], [-0.354, -0.138, 2.154], [-1.663, -0.123, 2.700], [-1.808, -0.261, 3.928], [-2.903, 0.018, 1.701], [-3.088, -1.226, 0.711], [2.965, 2.436, -0.291], [4.272, 2.466, 0.535], [3.424, 2.467, -1.915], [2.166, 3.909, 0.115], [7.796, -0.866, -1.600], [8.144, -0.112, 0.038], [6.861, 0.672, -0.991], [6.644, -1.460, 1.096], [5.987, -2.239, -0.418], [4.497, -1.958, -2.050], [1.681, -1.531, 1.726], [3.306, -2.070, 1.097], [-0.064, -2.942, 1.641], [0.018, -4.576, 0.794], [-0.697, -3.027, -0.069], [1.496, -4.635, -0.865], [-0.385, -0.921, -0.223], [-0.479, 1.407, -0.106], [1.202, 1.430, -2.785], [-0.598, 1.328, -2.529], [-0.081, 3.459, -1.034], [-0.620, 3.434, -2.608], [2.236, 2.205, 2.058], [2.539, 0.435, 2.334], [0.480, 1.229, 3.560], [-0.276, 1.958, 2.059], [-2.790, 0.948, 1.038], [-3.831, 0.084, 2.368], [-2.933, -2.242, 1.200], [-2.456, -1.174, -0.237], [-4.184, -1.214, 0.359], [3.286, 1.615, -2.379], [2.718, 4.577, -0.362], [-5.739, 0.810, 4.685], [-7.052, 0.594, 4.361], [-7.785, 1.655, 4.832], [-6.880, 2.548, 5.458], [-5.625, 2.002, 5.349], [-4.976, 0.190, 4.468], [-7.351, -0.295, 3.827], [-8.854, 1.776, 4.736], [-7.121, 3.486, 5.935], [-4.664, 2.357, 5.687], [-2.594, -0.073, -6.049], [-1.515, 0.181, -5.243], [-1.094, -1.013, -4.710], [-1.947, -2.025, -5.217], [-2.860, -1.416, -6.042], [-3.110, 0.620, -6.565], [-1.142, 1.186, -5.118], [-0.263, -1.144, -4.031], [-1.897, -3.082, -5.003], [-3.675, -1.820, -6.623]], "mulliken_charge": [-0.872, -0.281, -0.621, 0.870, -0.643, 1.058, -1.066, 0.674, -1.102, -0.605, -1.869, -0.586, 0.297, -0.396, -0.934, -0.531, 1.715, -1.038, -0.816, -0.011, 0.265, -0.588, 0.248, -0.888, 1.289, -0.768, -0.601, -0.511, 0.252, 0.289, 0.240, 0.319, 0.308, 0.305, 0.406, 0.356, 0.120, 0.481, 0.190, 0.312, -0.174, 0.117, 0.133, 0.498, 0.280, 0.341, 0.564, 0.254, 0.456, 0.447, 0.250, -0.053, 0.246, 0.172, 0.395, 0.392, 0.365, -0.014, -0.476, -0.378, -0.487, -0.366, 0.236, 0.354, 0.384, 0.381, 0.379, 0.011, -0.857, 0.331, -0.952, -0.368, 0.181, 0.436, 0.481, 0.391, 0.387], "homo_ev": -8.26, "max_force_ev_per_a": 5.03, "total_charge": 0, "orbital_gap_ev": 8.5, "smiles": "[H]/N=C(\\C)C[C@@]1(B(O)OCC)C(=O)N[C@H](CN)[C@]1(CCOC(=O)CC)P(=O)(O)O.c1cc[nH]c1.c1cc[nH]c1", "relative_energy_kj_mol": 469.5, "lumo_energy_ev": 0.213}